(1)
98
Properties=species:S:1:pos:R:3:forces:R:3:lowdin_spin:R:1 method="wB97M-V/def2-TZVPD" total_charge=+1 homo_lumo_gap_ev="7.9 / 7.4" multiplicity=2 homo_ev="-10.8 / -11.6" s_squared=0.79 lumo_ev="-2.93 / -4.26"
Cu 0.517 1.474 -0.887 0.0 0.0 0.1 0.060
N -0.041 2.011 2.398 0.0 0.0 0.0 0.000
N -0.836 3.141 2.215 0.0 0.0 0.0 0.000
C -1.314 3.579 1.041 0.0 0.0 0.0 0.000
N -2.153 4.610 1.052 0.0 0.0 0.0 0.000
N -0.856 2.934 -0.045 0.0 0.0 -0.1 0.002
N -1.387 3.192 -1.265 -0.1 0.0 0.0 0.000
O -0.880 2.482 -2.144 0.0 0.0 0.0 0.001
O -2.259 4.005 -1.488 0.0 0.0 0.0 0.000
H 0.837 2.119 1.902 0.0 0.0 0.0 0.000
H -0.527 1.191 2.046 0.0 0.0 0.0 0.000
H -1.105 3.614 3.062 0.0 0.0 0.0 0.000
H -2.514 4.959 1.923 0.0 0.0 0.0 0.000
H -2.564 4.907 0.181 0.0 0.0 0.0 0.000
C -0.839 -3.321 -1.719 0.0 0.0 0.0 -0.008
C 0.489 -2.816 -1.227 0.0 0.0 0.0 -0.004
C 1.498 -3.701 -0.838 0.0 0.0 0.0 0.172
C 2.736 -3.250 -0.370 0.0 0.0 0.0 0.001
C 3.802 -4.228 0.046 0.0 0.0 0.0 -0.007
C 2.972 -1.894 -0.285 0.0 0.0 0.0 0.121
C 1.974 -0.951 -0.655 0.0 0.0 0.0 0.034
C 0.738 -1.467 -1.135 0.0 0.0 0.0 0.133
N 2.077 0.395 -0.593 0.0 0.0 0.0 0.411
C 3.317 1.111 -0.245 0.0 0.0 0.0 0.031
C 3.732 0.878 1.221 0.0 0.0 0.0 0.018
C 4.983 1.703 1.544 0.0 0.0 0.0 0.003
C 6.116 1.302 0.593 0.0 0.0 0.0 0.000
C 5.709 1.596 -0.854 0.0 0.0 0.0 0.003
C 5.402 3.086 -1.011 0.0 0.0 0.0 0.000
C 4.259 3.463 -0.068 0.0 0.0 0.0 -0.001
C 4.675 3.193 1.379 0.0 0.0 0.0 0.000
C 3.029 2.615 -0.403 0.0 0.0 0.0 -0.001
C 4.468 0.772 -1.214 0.0 0.0 0.0 0.017
H -0.767 -4.351 -2.066 0.0 0.0 0.0 0.000
H -1.211 -2.707 -2.539 0.0 0.0 0.0 -0.001
H -1.579 -3.286 -0.916 0.0 0.0 0.0 -0.003
H 1.321 -4.768 -0.909 0.0 0.0 0.0 0.009
H 3.523 -5.248 -0.208 0.0 0.0 0.0 0.000
H 3.968 -4.184 1.124 0.0 0.0 0.0 -0.002
H 4.750 -4.004 -0.443 0.0 0.0 0.0 -0.002
H 3.931 -1.567 0.079 0.0 0.0 0.0 0.005
H -0.024 -0.764 -1.457 0.0 0.0 0.0 0.004
H 3.924 -0.174 1.424 0.0 0.0 0.0 0.000
H 2.906 1.175 1.877 0.0 0.0 0.0 0.000
H 5.278 1.499 2.576 0.0 0.0 0.0 0.001
H 6.347 0.239 0.712 0.0 0.0 0.0 0.000
H 7.023 1.856 0.844 0.0 0.0 0.0 0.000
H 6.521 1.314 -1.529 0.0 0.0 0.0 0.001
H 5.128 3.307 -2.047 0.0 0.0 0.0 0.000
H 6.289 3.680 -0.777 0.0 0.0 0.0 0.000
H 4.006 4.519 -0.193 0.0 0.0 0.0 0.000
H 3.877 3.490 2.067 0.0 0.0 0.0 0.000
H 5.556 3.789 1.632 0.0 0.0 0.0 0.000
H 2.706 2.811 -1.432 0.0 0.0 0.0 0.000
H 2.203 2.897 0.266 0.0 0.0 0.0 -0.001
H 4.714 -0.288 -1.188 0.0 0.0 0.0 0.001
H 4.140 0.997 -2.233 0.0 0.0 0.0 0.000
C -6.395 -2.449 1.003 0.0 0.0 0.0 0.000
C -4.957 -2.005 1.327 0.0 0.0 0.0 0.000
C -3.997 -3.136 0.921 0.0 0.0 0.0 0.000
C -4.827 -1.859 2.851 0.0 0.0 0.0 0.000
Si -4.563 -0.357 0.438 0.0 0.0 0.0 0.000
Br -2.264 -0.201 0.547 0.0 0.0 0.0 0.001
C -4.934 -0.349 -1.441 0.0 0.0 0.0 0.000
C -4.584 -1.705 -2.072 0.0 0.0 0.0 0.000
C -4.118 0.705 -2.208 0.0 0.0 0.0 0.000
C -6.431 -0.085 -1.684 0.0 0.0 0.0 0.000
C -5.189 1.203 1.367 0.0 0.0 0.0 0.000
C -4.422 1.463 2.673 0.0 0.0 0.0 0.000
C -6.684 1.061 1.700 0.0 0.0 0.0 0.000
C -5.011 2.461 0.506 0.0 0.0 0.0 0.000
H -6.628 -3.345 1.586 0.0 0.0 0.0 0.000
H -6.522 -2.707 -0.048 0.0 0.0 0.0 0.000
H -7.138 -1.693 1.259 0.0 0.0 0.0 0.000
H -4.304 -4.051 1.436 0.0 0.0 0.0 0.000
H -2.972 -2.916 1.224 0.0 0.0 0.0 0.000
H -4.001 -3.345 -0.146 0.0 0.0 0.0 0.000
H -4.982 -2.840 3.310 0.0 0.0 0.0 0.000
H -5.569 -1.185 3.275 0.0 0.0 0.0 0.000
H -3.832 -1.515 3.144 0.0 0.0 0.0 0.000
H -3.538 -1.972 -1.905 0.0 0.0 0.0 0.000
H -4.739 -1.638 -3.153 0.0 0.0 0.0 0.000
H -5.212 -2.516 -1.705 0.0 0.0 0.0 0.000
H -3.046 0.510 -2.146 0.0 0.0 0.0 0.000
H -4.298 1.725 -1.873 0.0 0.0 0.0 0.000
H -4.399 0.658 -3.264 0.0 0.0 0.0 0.000
H -7.074 -0.797 -1.164 0.0 0.0 0.0 0.000
H -6.638 -0.181 -2.754 0.0 0.0 0.0 0.000
H -6.731 0.920 -1.388 0.0 0.0 0.0 0.000
H -4.488 0.645 3.385 0.0 0.0 0.0 0.000
H -4.847 2.351 3.154 0.0 0.0 0.0 0.000
H -3.364 1.654 2.482 0.0 0.0 0.0 0.000
H -6.874 0.270 2.425 0.0 0.0 0.0 0.000
H -7.294 0.864 0.817 0.0 0.0 0.0 0.000
H -7.043 1.996 2.141 0.0 0.0 0.0 0.000
H -3.975 2.592 0.190 0.0 0.0 0.0 0.000
H -5.295 3.337 1.099 0.0 0.0 0.0 0.000
H -5.638 2.459 -0.384 0.0 0.0 0.0 0.000

(2)
103
Properties=species:S:1:pos:R:3:forces:R:3:nbo_charge:R:1 method="wB97M-V/def2-TZVPD" total_charge=-2 homo_lumo_gap_ev="5.1 / 4.9" homo_ev="-1.0 / -0.8" lumo_ev="4.04 / 4.06"
Hg -1.369 -0.344 -0.629 -0.3 -0.4 -0.3 1.190
O -4.227 3.265 0.717 -0.2 -0.2 -0.1 -0.730
C -3.161 2.518 0.244 0.1 0.1 0.0 0.701
O -3.393 1.448 -0.316 0.0 0.1 0.1 -0.696
C -1.888 3.133 0.460 -0.4 0.2 0.0 -0.094
C -1.755 4.478 0.955 0.2 -0.3 -0.1 -0.168
C -0.513 5.023 1.030 -0.1 0.2 0.1 -0.249
C 0.626 4.266 0.661 0.1 -0.4 -0.2 -0.392
C 0.407 2.929 0.248 -0.2 0.5 0.0 0.056
N -0.786 2.392 0.136 0.3 -0.3 0.0 -0.426
C 1.550 2.009 -0.077 0.2 -0.7 0.0 0.771
O 2.799 2.577 -0.032 -0.3 -0.1 -0.2 -0.698
O 1.454 0.833 -0.325 0.1 0.9 0.1 -0.563
H -5.001 2.711 0.515 0.3 0.1 0.1 0.487
H -2.638 5.033 1.229 0.0 0.0 0.0 0.210
H -0.387 6.043 1.380 0.0 0.0 0.0 0.193
H 1.606 4.720 0.733 0.0 0.0 0.0 0.173
H 2.711 3.513 0.185 -0.1 -0.1 0.0 0.483
S -2.788 -5.207 2.546 -0.1 0.0 -0.1 -0.906
Sb -2.052 -4.060 0.686 0.0 0.0 0.1 1.067
S -2.800 -1.786 0.884 0.1 0.0 0.1 -0.937
S 0.220 -4.266 0.309 -0.1 0.1 0.0 -0.927
O -0.230 -0.249 2.150 0.0 0.4 0.2 -1.118
P 0.810 -0.305 3.195 -0.3 -0.1 0.0 2.455
N 2.329 -0.669 2.605 0.0 0.0 0.3 -0.838
C 3.444 0.241 2.385 -0.1 0.2 -0.3 -0.208
C 4.512 -0.684 1.815 0.0 0.0 0.1 -0.389
C 3.706 -1.570 0.868 0.0 0.0 0.0 -0.420
C 2.345 -1.729 1.561 -0.1 0.0 0.0 -0.227
N 0.485 -1.476 4.330 0.3 -0.2 -0.2 -0.823
C 1.518 -2.129 5.123 0.0 0.0 0.0 -0.206
C 1.431 -3.598 4.717 0.0 0.0 0.0 -0.413
C -0.068 -3.815 4.492 0.1 0.1 -0.1 -0.431
C -0.639 -2.422 4.150 0.0 0.0 0.1 -0.215
N 0.896 1.138 4.026 0.4 0.1 -0.3 -0.816
C 1.729 1.489 5.157 -0.1 -0.1 0.1 -0.205
C 2.229 2.889 4.799 0.0 -0.1 0.0 -0.398
C 0.990 3.522 4.156 0.0 0.0 0.0 -0.424
C 0.185 2.338 3.575 -0.1 0.0 0.1 -0.209
H 3.761 0.716 3.307 0.0 0.1 0.3 0.179
H 3.210 1.027 1.655 0.1 -0.1 0.2 0.193
H 4.931 -1.284 2.628 0.0 0.0 0.0 0.184
H 5.323 -0.144 1.325 0.0 0.0 0.0 0.196
H 4.181 -2.531 0.676 0.0 0.0 0.0 0.206
H 3.567 -1.061 -0.086 0.0 0.0 0.0 0.218
H 2.207 -2.713 2.015 0.0 0.1 -0.1 0.208
H 1.525 -1.588 0.854 0.0 -0.1 0.1 0.244
H 1.298 -2.018 6.194 0.0 0.0 0.1 0.159
H 2.497 -1.689 4.927 0.0 0.0 0.0 0.202
H 1.850 -4.268 5.472 0.0 0.0 0.0 0.189
H 1.978 -3.748 3.787 0.0 0.0 0.0 0.207
H -0.539 -4.204 5.396 0.0 0.0 0.0 0.186
H -0.268 -4.517 3.687 0.0 -0.1 0.0 0.265
H -1.459 -2.162 4.823 0.0 0.0 0.0 0.176
H -1.021 -2.349 3.137 0.0 0.0 -0.1 0.258
H 2.512 0.752 5.332 0.1 0.0 -0.1 0.203
H 1.128 1.547 6.076 0.0 -0.1 0.1 0.164
H 3.031 2.810 4.066 0.1 0.0 -0.1 0.196
H 2.600 3.449 5.659 0.0 0.0 0.0 0.191
H 1.241 4.248 3.384 0.0 0.0 0.0 0.216
H 0.399 4.036 4.918 0.0 0.0 0.0 0.191
H 0.112 2.349 2.492 0.0 0.0 0.1 0.237
H -0.837 2.350 3.966 0.0 0.0 0.0 0.184
C 1.627 -0.057 -3.734 -0.1 0.0 -0.1 -0.607
C 0.566 -1.164 -3.693 0.0 0.0 0.1 -0.542
C 1.067 -2.173 -2.648 0.0 0.1 -0.1 -0.611
C 0.576 -1.836 -5.072 0.0 0.0 0.1 -0.611
Si -1.187 -0.490 -3.134 0.2 0.2 0.0 1.120
C -1.547 1.244 -3.974 0.0 0.0 0.1 -0.516
C -0.744 2.342 -3.261 0.0 0.0 0.0 -0.621
C -3.018 1.636 -3.787 0.0 0.0 0.0 -0.622
C -1.223 1.311 -5.471 0.0 0.0 0.1 -0.616
C -2.585 -1.763 -3.639 0.0 0.1 0.1 -0.538
C -2.928 -1.770 -5.134 0.0 0.0 0.0 -0.614
C -2.167 -3.184 -3.241 0.0 0.0 0.0 -0.609
C -3.884 -1.483 -2.865 0.0 0.0 0.0 -0.623
H 2.609 -0.521 -3.887 0.0 0.0 0.0 0.188
H 1.671 0.494 -2.800 0.0 0.1 0.2 0.229
H 1.472 0.646 -4.553 0.0 0.1 0.0 0.187
H 2.044 -2.563 -2.960 0.0 0.0 0.0 0.181
H 0.411 -3.023 -2.495 -0.1 -0.1 0.0 0.235
H 1.197 -1.700 -1.674 0.0 0.0 0.1 0.229
H 1.604 -2.131 -5.318 0.0 0.0 0.0 0.188
H 0.227 -1.172 -5.863 0.0 0.1 -0.1 0.193
H -0.031 -2.738 -5.102 0.0 -0.1 0.0 0.204
H -1.002 2.386 -2.205 0.0 0.0 0.0 0.237
H -0.985 3.315 -3.710 0.0 0.0 0.0 0.180
H 0.331 2.201 -3.335 0.1 0.0 0.0 0.203
H -3.328 1.555 -2.744 0.0 0.0 0.1 0.245
H -3.689 1.033 -4.396 0.0 -0.1 0.0 0.192
H -3.150 2.682 -4.092 0.0 0.0 0.0 0.183
H -0.165 1.160 -5.669 0.1 0.0 0.0 0.198
H -1.486 2.307 -5.852 0.0 0.0 0.0 0.185
H -1.780 0.580 -6.054 -0.1 -0.1 0.0 0.200
H -2.058 -1.933 -5.769 0.1 0.0 0.0 0.199
H -3.404 -0.843 -5.448 0.0 0.1 0.0 0.195
H -3.638 -2.583 -5.333 0.0 0.0 0.0 0.190
H -1.345 -3.571 -3.838 0.1 0.0 0.0 0.195
H -3.020 -3.860 -3.373 0.0 0.0 0.0 0.192
H -1.873 -3.240 -2.195 0.1 0.0 0.1 0.231
H -4.315 -0.512 -3.092 0.0 0.1 0.0 0.201
H -3.741 -1.542 -1.787 0.0 0.0 0.1 0.252
H -4.626 -2.246 -3.134 0.0 0.0 0.0 0.184